{
  "formula": "C15H13Br21NO5P",
  "method": "wB97M-V/def2-TZVPD",
  "energy_ha": -55405.8359,
  "homo_lumo_gap_ha": 0.2881,
  "multiplicity": 1,
  "homo_ev": -8.57,
  "de_lowest_kj_mol": 202.9,
  "elements": ["O", "C", "N", "C", "O", "C", "C", "C", "C", "C", "O", "C", "P", "O", "O", "H", "H", "H", "H", "H", "H", "C", "Br", "Br", "Br", "H", "C", "Br", "Br", "Br", "H", "C", "Br", "Br", "Br", "H", "C", "Br", "Br", "Br", "H", "C", "Br", "Br", "Br", "H", "C", "Br", "Br", "Br", "H", "C", "Br", "Br", "Br", "H"],
  "positions_angstrom": [[3.3630, -3.2149, 4.3773], [2.4923, -3.0315, 3.5906], [2.2216, -3.7160, 2.3248], [0.7529, -3.8295, 2.3061], [0.1779, -4.8242, 2.0034], [0.2583, -2.4371, 2.8105], [1.3719, -1.9414, 3.6524], [1.2857, -0.6550, 4.3400], [0.0563, 0.1218, 4.1217], [-1.0508, -0.3621, 3.2587], [-2.1385, 0.4795, 3.1052], [-0.9702, -1.6840, 2.5755], [-2.3176, -2.3599, 1.4489], [-3.7898, -1.7352, 2.0440], [-2.4982, -4.0041, 1.6324], [2.5620, -3.0625, 1.6101], [2.1254, -0.3097, 4.9776], [-0.0412, 1.1102, 4.6016], [-2.0972, 0.9091, 2.2242], [-3.8480, -0.7859, 1.8274], [-2.7592, -4.2603, 2.5395], [-1.4164, 1.2681, -1.5098], [-2.4198, 0.2966, -0.1635], [-2.2758, 2.9332, -1.9949], [0.4214, 1.5334, -0.9850], [-1.4035, 0.6463, -2.3997], [3.7449, -0.1636, 0.5571], [3.7391, 1.6239, -0.1933], [5.4834, -0.6458, 1.2481], [2.3560, -0.3953, 1.9012], [3.5240, -0.8495, -0.2554], [0.2036, 3.3890, -5.3420], [0.6508, 3.4799, -7.2203], [0.7519, 1.7131, -4.5534], [0.9073, 4.8989, -4.3591], [-0.8779, 3.4367, -5.2693], [0.1710, 4.2170, 2.8849], [-0.5742, 4.5094, 4.6462], [1.7939, 5.2304, 2.6128], [0.4253, 2.3318, 2.5245], [-0.5556, 4.5845, 2.1672], [-3.7789, -7.3626, -0.0263], [-2.1551, -6.7672, 0.8340], [-5.1564, -7.7971, 1.2616], [-4.4028, -6.0870, -1.3409], [-3.5423, -8.2773, -0.5587], [0.8209, 7.9785, -1.9007], [-0.1920, 6.9491, -0.6147], [-0.0622, 9.6398, -2.3445], [2.6411, 8.2651, -1.3146], [0.8685, 7.3916, -2.8111], [1.0544, -1.7805, -7.4316], [2.7081, -1.2161, -6.6040], [-0.3047, -2.1822, -6.1148], [0.4319, -0.4975, -8.7374], [1.2632, -2.7017, -7.9645]],
  "atomic_forces_ev_per_a": [[0.002, -0.190, -0.408], [-1.355, 1.954, -0.511], [0.423, -1.024, 1.080], [0.242, 1.784, -0.231], [0.051, 0.329, 0.038], [0.236, 1.072, 1.446], [-2.684, 0.040, 0.497], [-2.481, -1.444, -0.794], [0.239, -2.468, -0.331], [2.300, -1.300, 0.237], [0.487, -0.441, -0.212], [1.069, 0.349, 2.714], [-0.715, -0.434, -1.309], [1.478, -0.497, 0.014], [-0.252, 2.348, 1.455], [-0.246, -0.383, -0.013], [-0.823, -0.159, -0.542], [-0.163, -1.087, -0.138], [0.124, -0.202, 0.519], [-0.031, -0.535, 0.322], [0.158, -0.122, -0.358], [0.112, 0.231, -0.121], [0.241, 0.498, -0.705], [0.140, -0.157, 0.070], [-0.341, -0.091, 0.009], [-0.088, 0.049, 0.143], [-0.122, 0.208, -0.320], [0.099, -0.145, 0.114], [-0.316, 0.077, -0.031], [1.849, 0.713, -1.711], [0.054, 0.137, 0.071], [-0.132, -0.037, -0.068], [-0.009, -0.004, 0.284], [-0.027, 0.190, -0.272], [-0.008, -0.204, -0.088], [0.157, 0.005, 0.021], [-0.045, 0.118, -0.226], [0.119, -0.087, -0.190], [-0.187, -0.185, 0.062], [0.313, 1.560, -0.559], [0.092, -0.037, 0.116], [0.189, -0.082, 0.030], [-0.217, -0.448, -0.246], [0.143, 0.092, -0.147], [0.055, -0.118, 0.189], [-0.094, 0.134, 0.061], [0.023, 0.019, -0.008], [0.107, 0.120, -0.158], [0.123, -0.224, 0.094], [-0.254, -0.038, -0.047], [-0.033, 0.083, 0.115], [0.012, -0.008, -0.024], [-0.217, -0.042, -0.090], [0.170, 0.090, -0.145], [0.071, -0.138, 0.217], [-0.037, 0.132, 0.087]]
}